Record 1
C40H42N9O4RbS2 | wB97M-V/def2-TZVPD

* net charge: -2
* LUMO energy (alpha / beta): 2.40 / 2.40 eV
* molar mass: 862.44 g/mol
* energy above the lowest of the compared OMol25 structures with the same formula, charge and spin: 0.0 kcal/mol

The geometry in XYZ format:
```
98
Properties=species:S:1:pos:R:3:forces:R:3
Rb 15.9183 9.2523 16.4151 -0.1 0.1 0.2
O 10.9088 9.4029 16.5718 2.6 -0.5 0.1
C 12.1748 9.2286 16.3555 -1.9 1.0 0.3
N 13.1911 8.8448 17.1467 -0.9 1.9 -4.4
C 12.9339 8.8937 18.4354 -1.3 -2.1 5.2
C 11.6852 8.2485 18.9726 0.9 1.5 -3.7
C 11.4190 7.9138 20.2425 1.2 0.6 0.1
C 12.4510 8.1889 21.1283 1.1 0.9 0.0
C 13.6056 8.8971 20.7566 0.2 0.5 -2.2
C 13.9364 9.3626 19.3606 -4.2 -1.9 2.9
N 14.9425 10.1549 19.0239 3.0 1.1 -0.1
C 16.0817 10.6323 19.5239 1.8 -2.2 -1.2
O 17.2465 10.2602 19.0285 -2.1 1.2 0.6
C 16.2138 11.5391 20.7812 -0.2 -1.5 -1.8
C 17.3755 12.1276 21.2537 -3.3 0.4 3.3
C 17.3356 12.5840 22.5965 1.1 -1.3 -0.7
C 16.1816 12.5968 23.3539 0.8 -0.5 -0.1
C 15.0358 12.1985 22.6210 -0.3 0.4 -0.1
N 15.0772 11.5674 21.4291 -0.6 2.0 2.2
C 12.5204 9.6920 14.9751 -1.0 0.1 -3.7
C 11.4672 10.1241 14.0666 -0.1 -1.3 -1.4
C 11.6711 10.2377 12.6082 0.0 1.1 3.3
C 12.9697 10.3185 12.1815 0.8 -1.4 2.0
C 13.9229 9.8657 13.1308 1.3 1.9 -0.6
N 13.7471 9.5872 14.4322 0.1 -0.3 -0.6
H 10.9065 8.1686 18.1834 0.8 -0.3 0.7
H 10.4598 7.5467 20.5162 -0.5 -0.4 0.4
H 12.2541 7.9140 22.1275 0.4 -0.1 1.4
H 14.3769 9.2166 21.4307 0.0 -0.3 0.8
H 18.1966 12.3298 20.7311 3.2 0.0 -2.4
H 18.3018 12.6973 23.1130 -0.4 0.6 -0.4
H 16.4258 12.7929 24.4395 -1.5 0.0 -1.2
H 14.0392 12.5552 22.8647 -0.1 -0.7 0.7
H 10.4467 10.1803 14.4681 0.6 0.0 -0.2
H 10.9415 10.4814 11.8539 -0.8 0.0 0.5
H 13.2215 10.7485 11.2346 0.4 -0.4 -0.5
H 14.9892 9.9813 12.8081 -1.1 -0.4 0.5
C 17.2028 5.1987 19.4999 1.0 0.1 1.1
C 18.4233 5.3718 18.6158 -1.3 -1.5 -0.5
C 19.1406 4.3491 18.0196 -0.9 0.5 0.9
C 20.0478 4.6568 16.9870 -0.5 -0.6 -0.1
N 20.0870 5.9021 16.5368 -0.6 4.2 0.0
C 19.3506 6.9122 17.0559 2.8 -2.9 -1.5
S 19.7746 8.6099 16.6709 1.7 -1.4 -0.2
N 18.4356 6.6542 18.0266 -0.3 2.2 0.6
C 20.9973 3.7246 16.3142 -0.1 -0.5 -0.8
H 16.8902 4.1665 19.6710 0.3 -0.1 -0.3
H 16.3929 5.7070 18.9685 -0.1 0.2 0.7
H 17.4241 5.5905 20.5465 -0.7 0.0 -1.4
H 18.9134 3.3041 18.2785 0.3 0.6 0.2
H 18.1535 7.5617 18.4733 -0.2 -1.6 0.4
H 20.5496 2.8241 15.8387 -0.1 0.3 0.6
H 21.7991 3.3986 16.9844 0.1 0.0 -0.1
H 21.3996 4.2696 15.4495 0.3 -0.1 0.5
C 9.2409 16.0532 8.4617 0.7 -2.0 1.9
C 8.1382 16.5171 9.4189 3.2 1.9 -0.7
O 7.8014 17.8458 9.0361 -1.0 0.8 -0.2
H 9.5842 15.0198 8.7992 0.0 1.2 0.2
H 10.1552 16.7215 8.3982 -1.5 -0.7 -0.2
H 8.7627 15.7257 7.5785 -0.2 0.6 -1.8
H 8.5099 16.5731 10.4110 0.9 0.5 1.0
H 7.3964 15.8545 9.6566 -2.4 -1.6 -0.7
H 6.9710 17.9395 8.5423 0.4 -0.6 0.4
N 20.2663 10.6721 9.0845 1.7 -0.7 -0.6
C 21.5200 10.4031 8.4964 0.0 0.1 0.5
C 21.9891 10.3907 7.1815 0.5 0.4 0.4
C 23.3629 10.1751 6.9675 -1.5 -0.8 0.2
C 24.1708 9.8358 8.0528 0.8 0.7 -0.1
C 23.7138 9.9114 9.3669 1.0 -0.8 0.2
C 22.3704 10.1483 9.5999 -0.8 0.7 -0.7
N 21.6584 10.2488 10.7750 -1.0 0.2 0.3
C 20.4089 10.5396 10.4274 1.0 -0.4 0.9
C 19.2772 10.5265 11.4058 -1.1 -0.6 0.9
C 18.1948 9.6224 11.2836 1.0 -0.4 -0.8
C 17.2943 9.4319 12.2946 -1.6 0.0 2.0
N 17.3343 10.0355 13.5387 1.8 0.4 -2.1
C 18.3726 10.9159 13.6566 -0.8 -0.5 0.3
C 19.2819 11.2159 12.6275 1.7 0.5 -0.5
H 19.4603 10.9241 8.5865 -1.1 0.3 -0.4
H 21.3173 10.5996 6.3773 -0.2 0.1 -0.5
H 23.7456 10.0872 5.9499 -0.1 0.2 0.3
H 25.2211 9.6246 7.7964 -0.5 0.0 0.6
H 24.3911 9.7062 10.2071 -0.4 0.1 -0.4
H 18.1049 8.8776 10.4888 0.2 0.6 -0.2
H 16.4318 8.7236 12.1259 1.2 0.8 0.3
H 18.4855 11.3683 14.6659 -0.1 -0.2 -0.9
H 20.1555 11.9188 12.7442 -1.2 -0.7 0.4
C 6.4358 14.5588 11.7284 -2.5 1.7 -2.2
S 6.3904 15.4069 13.2211 4.6 -1.5 -0.7
C 5.5679 16.8781 12.8315 2.0 2.1 0.0
O 7.9074 15.8766 13.4539 -2.6 -0.1 0.3
H 6.1698 14.9775 10.6288 0.5 -0.6 3.1
H 7.0841 13.7311 11.7265 0.6 -1.0 0.2
H 21.1244 8.1646 16.4546 -1.9 0.9 0.1
H 5.8275 17.5652 13.6795 -0.6 -0.6 -0.7
H 4.5543 16.7166 12.6804 -2.0 -0.1 -0.2
H 6.0654 17.2930 11.9375 -0.3 -0.1 0.2
H 8.4870 11.1735 11.6355 0.0 0.0 0.0
```
Forces are in eV/Å.

***

Record 2
C6H12N6 | wB97M-V/def2-TZVPD

* net charge: +2
* LUMO energy: -7.23 eV
* molar mass: 168.20 g/mol
* structure (SMILES): CN1[C@H](C(=[NH2+])N=C=N)C=C[N@@H+]1N
* energy above the lowest of the compared OMol25 structures with the same formula, charge and spin: 88.5 kcal/mol

The geometry in XYZ format:
```
24
Properties=species:S:1:pos:R:3:forces:R:3
C 2.3554 0.4326 -0.1161 -0.5 1.1 0.0
N 1.0540 -0.1624 -0.3205 2.0 0.4 1.9
C -0.0506 0.7108 -0.7306 2.1 -1.7 0.8
C -0.8811 1.0585 0.5222 2.5 0.4 0.5
N -0.3376 1.1569 1.7401 0.8 -0.7 -3.4
N -2.0490 1.3014 0.1172 -7.1 2.4 2.5
C -3.1070 1.7748 1.1216 3.6 -2.1 -2.6
N -3.9940 1.9509 1.8201 -1.4 0.2 1.0
C -0.6732 -0.2497 -1.6479 -3.3 -0.1 -1.5
C -0.0241 -1.3792 -1.7479 -1.6 -1.3 -1.1
N 1.1192 -1.4632 -0.9096 -2.2 -0.3 2.7
N 1.1446 -2.5111 0.1291 -2.6 -0.1 1.0
H 2.3813 1.0985 0.7647 0.0 -0.4 -0.4
H 3.0351 -0.3559 0.0414 1.1 -0.7 0.3
H 2.6299 1.0189 -0.9887 0.4 0.2 -0.1
H 0.4174 1.5813 -1.2153 -0.7 0.2 0.1
H 0.6479 1.0330 1.8582 0.2 -0.2 0.3
H -0.9125 1.3555 2.4799 -1.3 0.6 2.3
H -4.8140 2.0282 2.5052 1.6 0.0 -1.5
H -1.6847 -0.1790 -2.1379 1.4 0.4 0.5
H -0.3150 -2.2405 -2.3207 0.1 -0.2 -0.1
H 1.8958 -1.6750 -1.4618 2.3 0.2 -1.2
H 0.2849 -3.1111 0.3652 0.9 2.0 -1.2
H 1.8773 -3.1740 0.1324 1.6 -0.2 -1.0
```
Forces are in eV/Å.

***

Record 3
C34H46MnN3OPS2Te | wB97M-V/def2-TZVPD

* net charge: +2
* LUMO energy (alpha / beta): -7.23 / -6.57 eV
* multiplicity: 2
* molar mass: 790.41 g/mol
* energy above the lowest of the compared OMol25 structures with the same formula, charge and spin: 0.0 kcal/mol

The geometry in XYZ format:
```
89
Properties=species:S:1:pos:R:3:forces:R:3
Mn 0.3857 1.1592 -0.2136 0.0 0.1 0.1
C -0.9439 0.8224 3.8298 0.0 0.0 0.0
C -0.4284 1.4054 2.5534 0.0 -0.1 -0.2
N -0.1957 0.6423 1.5117 0.0 -0.2 0.0
N -0.3772 -0.7396 1.6591 0.2 0.0 0.0
C 0.4390 -1.4465 0.9764 0.0 0.1 0.1
S 1.7004 -0.6705 -0.0825 -0.1 -0.2 -0.1
S 0.4871 -3.1665 0.9094 -0.1 0.0 0.0
C -0.3830 -3.6270 2.4620 0.0 0.1 0.0
C 0.6143 -3.7070 3.5807 0.0 0.1 0.0
C 0.9502 -2.5611 4.3001 0.0 0.0 0.0
C 1.9229 -2.6105 5.2861 0.0 0.0 0.0
C 2.5713 -3.8067 5.5606 0.0 0.0 0.0
C 2.2368 -4.9522 4.8537 0.0 0.0 0.0
C 1.2626 -4.9035 3.8664 0.0 0.0 0.0
C -0.1420 2.8184 2.4831 0.1 0.2 -0.1
C -0.5575 3.6714 3.5290 0.0 0.0 0.0
C -0.2264 5.0017 3.5403 0.0 0.0 0.1
C 0.5619 5.5329 2.5158 0.0 0.0 0.0
C 0.9920 4.7377 1.4799 -0.1 -0.1 0.0
C 0.6346 3.3857 1.4427 -0.2 0.3 0.3
O 1.0685 2.6729 0.4059 -0.2 -0.5 -0.5
H -0.9306 -0.2597 3.8127 -0.1 0.1 0.0
H -1.9756 1.1497 3.9768 0.0 0.0 0.0
H -0.3571 1.1878 4.6703 0.0 0.0 0.0
H -0.8579 -4.5822 2.2461 0.1 0.0 0.0
H -1.1604 -2.8872 2.6377 0.0 0.0 0.0
H 0.4388 -1.6286 4.0927 0.1 -0.1 0.0
H 2.1699 -1.7202 5.8493 0.0 0.0 0.0
H 3.3274 -3.8483 6.3331 0.0 0.0 0.0
H 2.7277 -5.8899 5.0780 0.0 0.0 0.0
H 1.0013 -5.8037 3.3225 0.0 0.0 0.0
H -1.1599 3.2783 4.3347 0.0 0.0 0.0
H -0.5689 5.6362 4.3451 0.0 0.0 0.0
H 0.8367 6.5789 2.5355 0.0 0.0 0.0
H 1.6006 5.1326 0.6786 0.0 0.0 0.0
Te 3.3237 0.1049 1.5945 0.0 -0.2 0.1
C 4.6797 -1.4737 1.3822 0.0 0.2 -0.1
C 4.3740 -2.7664 1.8018 -0.1 0.0 0.1
C 5.3354 -3.7557 1.6840 0.0 0.0 0.0
C 6.5972 -3.4504 1.1870 0.0 0.0 0.0
C 6.9030 -2.1559 0.7918 0.0 0.0 0.0
C 5.9396 -1.1619 0.8720 0.0 0.0 -0.1
H 3.4098 -3.0010 2.2341 -0.1 0.0 0.0
H 5.1050 -4.7640 2.0006 0.0 0.0 0.0
H 7.3468 -4.2265 1.1100 0.0 0.0 0.0
H 7.8852 -1.9203 0.4055 0.0 0.0 0.0
H 6.1701 -0.1608 0.5321 0.0 0.0 0.0
C -2.5051 2.8076 -4.4583 0.0 0.0 0.0
C -1.4259 2.4622 -3.4227 0.0 0.0 0.0
C -0.0542 2.4429 -4.1129 0.0 0.0 0.0
C -1.3802 3.5753 -2.3598 0.0 0.0 0.1
P -1.7240 0.7876 -2.6384 -0.1 0.0 -0.1
N -0.7089 0.6998 -1.3356 0.4 0.4 0.2
C -1.2114 -0.6553 -3.7157 0.0 0.0 0.0
C -1.7091 -1.9520 -3.0571 0.0 0.0 0.0
C -1.8239 -0.5436 -5.1205 0.0 0.0 0.0
C 0.3237 -0.7508 -3.8280 0.0 0.0 0.0
C -3.4387 0.5808 -1.9277 0.0 0.1 -0.2
C -4.4761 0.2537 -3.0112 0.0 0.0 0.0
C -3.8428 1.8938 -1.2396 0.0 0.0 0.0
C -3.4431 -0.5252 -0.8604 0.0 -0.1 0.1
H -2.2491 3.7789 -4.8853 0.0 0.0 0.0
H -3.4925 2.9053 -4.0130 0.0 0.0 0.0
H -2.5572 2.0932 -5.2770 0.0 0.0 0.0
H 0.1324 3.4458 -4.4983 0.0 0.0 0.0
H -0.0155 1.7644 -4.9586 0.0 0.0 0.0
H 0.7555 2.1982 -3.4221 0.0 0.0 0.0
H -0.9032 4.4418 -2.8192 0.0 0.0 0.0
H -0.7802 3.3097 -1.4865 0.0 0.0 0.0
H -2.3636 3.8865 -2.0247 0.0 0.0 0.0
H -2.7930 -2.0329 -3.0470 0.1 0.0 0.0
H -1.3304 -2.0725 -2.0398 0.0 0.0 0.0
H -1.3302 -2.7827 -3.6529 0.0 0.0 0.0
H -2.9031 -0.4001 -5.1070 0.0 0.0 0.0
H -1.6286 -1.4832 -5.6404 0.0 0.0 0.0
H -1.3716 0.2501 -5.7104 0.0 0.0 0.0
H 0.8367 -0.4824 -2.9055 0.0 0.0 0.0
H 0.7220 -0.1424 -4.6336 0.0 0.1 0.0
H 0.5777 -1.7869 -4.0513 0.0 0.0 0.0
H -4.5214 1.0050 -3.7980 0.0 0.0 0.0
H -5.4573 0.2247 -2.5340 0.0 0.0 0.0
H -4.3121 -0.7199 -3.4683 0.0 0.0 0.0
H -4.0245 2.6978 -1.9473 0.0 0.0 0.0
H -3.1084 2.2216 -0.5009 0.0 0.0 0.0
H -4.7809 1.7129 -0.7140 0.0 0.0 0.0
H -3.4607 -1.5248 -1.2859 0.0 0.1 0.1
H -4.3565 -0.4071 -0.2760 0.0 0.0 0.0
H -2.5991 -0.4485 -0.1742 0.0 0.0 0.0
```
Forces are in eV/Å.